{
  "formula": "C25H59N3O11P3",
  "method": "ωB97M-V with the def2-TZVPD basis set",
  "e_above_lowest_kcal_mol": 0.0,
  "total_charge": 1,
  "homo_energy_ha": -0.420,
  "homo_lumo_gap_ha": 0.30029,
  "symbols": ["C", "C", "C", "C", "C", "N", "C", "N", "C", "C", "C", "C", "N", "C", "C", "C", "P", "O", "O", "O", "H", "H", "H", "H", "H", "H", "H", "H", "H", "H", "H", "H", "H", "H", "H", "H", "H", "H", "H", "H", "H", "H", "H", "H", "H", "H", "H", "H", "H", "O", "P", "O", "C", "C", "O", "C", "C", "O", "C", "C", "H", "H", "H", "H", "H", "H", "H", "H", "H", "H", "H", "H", "H", "H", "H", "O", "P", "O", "C", "C", "O", "C", "C", "O", "C", "C", "H", "H", "H", "H", "H", "H", "H", "H", "H", "H", "H", "H", "H", "H", "H"],
  "positions_angstrom": [[-2.36197, 6.05083, 4.59195], [-1.83116, 4.60541, 4.49800], [-0.90426, 4.37158, 3.28698], [0.57452, 4.19740, 3.63271], [0.89772, 3.06871, 4.60488], [0.80887, 1.68149, 4.02510], [1.67467, 0.94256, 4.84373], [1.29595, 0.32725, 5.91571], [-0.10481, 0.31037, 6.38014], [-0.15593, 0.17785, 7.91395], [-0.91123, -0.80738, 5.65940], [-2.12300, -0.19337, 4.94334], [2.98381, 0.92120, 4.37423], [2.96654, 1.65186, 3.07071], [1.49055, 1.41598, 2.73415], [0.87174, 1.92173, 1.42488], [0.51126, 0.58833, 0.26281], [0.01325, 1.12159, -1.00159], [1.79065, -0.33980, 0.02578], [-0.60516, -0.24549, 1.05446], [-1.62501, 6.77714, 4.25155], [-2.59316, 6.26509, 5.63654], [-3.30242, 6.15195, 4.05420], [-1.38087, 4.34852, 5.45839], [-2.70514, 3.96474, 4.37072], [-0.97390, 5.26391, 2.66035], [-1.30790, 3.56183, 2.67773], [0.91064, 5.11982, 4.11552], [1.19882, 4.10859, 2.74219], [1.89062, 3.26647, 5.02972], [0.21517, 3.13326, 5.45102], [2.01937, -0.15573, 6.43639], [-0.61058, 1.23979, 6.13577], [0.74113, 0.60522, 8.36138], [-1.01961, 0.73853, 8.26535], [-0.29198, -0.86044, 8.20830], [-0.29360, -1.28167, 4.89700], [-1.27660, -1.51148, 6.40388], [-2.75944, -0.97268, 4.52542], [-2.71912, 0.40344, 5.63542], [-1.79736, 0.43005, 4.11001], [3.62894, 1.40598, 4.99141], [3.21161, 2.70962, 3.15850], [3.58804, 1.16191, 2.32497], [1.47904, 0.31923, 2.66178], [1.49469, 2.65965, 0.92432], [-0.11362, 2.31769, 1.66347], [2.16582, -0.72466, 0.82786], [-0.78029, -1.09888, 0.63032], [3.29659, 2.15588, -5.48328], [3.73992, 0.76065, -5.41484], [3.45017, 0.12310, -3.97642], [2.11878, 0.19794, -3.43688], [1.11336, -0.59404, -4.24823], [5.35774, 0.81855, -5.30836], [6.08278, 1.89317, -5.91273], [6.66707, 2.79244, -4.84617], [3.61141, -0.45131, -6.41203], [4.49800, -1.58107, -6.45987], [4.13324, -2.66209, -5.46700], [1.81142, 1.24197, -3.35874], [2.17657, -0.20651, -2.43009], [0.99496, -0.17488, -5.25043], [0.14036, -0.58260, -3.75719], [1.43614, -1.62844, -4.36555], [5.44556, 2.46246, -6.58903], [6.88126, 1.44417, -6.50781], [5.88261, 3.15465, -4.18151], [7.17202, 3.64892, -5.29472], [7.38636, 2.24317, -4.23665], [5.53659, -1.27670, -6.35711], [4.39287, -1.97354, -7.47143], [4.41797, -2.38571, -4.45217], [4.66236, -3.58003, -5.72562], [3.06149, -2.85662, -5.47798], [-2.05768, -3.62048, -3.06730], [-3.43733, -3.76253, -2.59200], [-4.49272, -3.69680, -3.78456], [-4.33104, -4.56769, -4.91712], [-4.47769, -6.03211, -4.55674], [-3.80210, -2.33878, -1.89501], [-2.77226, -1.55539, -1.29969], [-2.50877, -0.30182, -2.10178], [-4.09884, -4.71972, -1.52982], [-5.29713, -4.42804, -0.78898], [-6.55964, -4.77448, -1.54522], [-3.36116, -4.37993, -5.38153], [-5.10001, -4.27710, -5.63054], [-3.68107, -6.35553, -3.88215], [-4.43306, -6.64833, -5.45434], [-5.42614, -6.21445, -4.05213], [-1.85399, -2.14574, -1.19999], [-3.11546, -1.29111, -0.29237], [-2.27820, -0.55173, -3.13784], [-1.66985, 0.25960, -1.67908], [-3.39553, 0.33412, -2.11223], [-5.30913, -3.39780, -0.44142], [-5.23023, -5.05213, 0.10274], [-6.77349, -4.04374, -2.32425], [-7.40237, -4.78186, -0.85317], [-6.47802, -5.75493, -2.01245]],
  "forces_ev_per_a": [[0.04, -0.45, 0.56], [-0.46, 0.32, -0.37], [-0.15, 0.29, 0.06], [-0.11, -0.05, 0.12], [-0.08, 0.63, -0.17], [0.05, -0.57, 0.38], [0.26, 0.17, -0.08], [0.09, 0.68, -0.26], [-0.73, -0.80, 0.58], [0.05, 0.10, -0.55], [-0.41, 0.88, -0.22], [0.10, -0.23, -0.07], [0.07, 1.14, -0.15], [-0.78, -0.50, -0.41], [0.51, -0.18, -0.58], [0.21, -0.50, 0.96], [-0.94, 0.89, -1.21], [0.61, 0.12, 0.00], [-0.08, 0.06, 0.67], [0.80, -0.36, 0.46], [-0.09, 0.07, -0.07], [0.00, 0.18, -0.04], [0.17, 0.18, -0.29], [0.18, -0.13, -0.12], [0.08, -0.17, 0.25], [0.02, -0.09, -0.13], [0.20, -0.16, 0.06], [0.00, -0.05, 0.09], [-0.11, 0.03, -0.07], [0.09, -0.14, -0.16], [-0.08, -0.28, -0.04], [-0.18, -0.12, 0.13], [0.61, 0.28, -0.31], [-0.09, -0.02, 0.21], [0.03, -0.04, 0.15], [0.25, 0.00, 0.14], [0.08, -0.33, 0.26], [0.28, -0.31, -0.14], [-0.05, -0.01, 0.08], [-0.06, 0.01, -0.05], [-0.01, 0.13, 0.08], [0.16, -0.76, 0.43], [0.17, -0.04, 0.10], [0.29, 0.08, 0.19], [-0.39, -0.01, 0.20], [-0.17, 0.10, -0.09], [0.04, 0.27, -0.28], [0.07, -0.21, -0.12], [-0.22, 0.03, -0.02], [-1.59, -0.59, -1.40], [3.66, 0.20, 2.35], [-0.38, -0.17, -0.32], [-0.35, 0.00, 0.08], [0.10, -0.01, -0.18], [-0.27, -0.32, 0.01], [0.18, 0.15, -0.04], [0.00, -0.06, 0.19], [-1.27, 0.86, -0.60], [0.12, -0.63, -0.44], [0.03, 0.15, 0.30], [0.09, 0.02, -0.05], [0.18, 0.00, -0.01], [-0.05, 0.04, 0.03], [0.02, 0.03, 0.03], [-0.04, -0.02, 0.08], [-0.10, -0.02, 0.07], [-0.03, -0.05, 0.01], [-0.06, 0.05, -0.10], [0.00, -0.02, -0.02], [0.03, 0.00, -0.03], [-0.07, 0.29, 0.19], [-0.16, 0.12, -0.02], [-0.04, 0.04, 0.01], [-0.01, 0.01, -0.05], [0.01, -0.06, -0.10], [0.40, -2.11, 0.57], [-1.62, 4.05, -0.25], [0.08, -0.55, 0.14], [0.03, -0.18, -0.35], [0.03, 0.02, 0.22], [-0.18, -0.43, -0.02], [0.10, 0.25, 0.06], [-0.07, 0.09, -0.07], [1.30, -0.93, -0.27], [-0.44, -0.33, 0.55], [0.01, 0.20, -0.27], [0.03, 0.06, 0.10], [-0.04, 0.11, 0.10], [0.03, -0.01, -0.06], [0.01, 0.03, -0.02], [-0.04, 0.00, -0.08], [-0.03, -0.05, -0.11], [-0.06, -0.03, -0.02], [0.06, -0.10, 0.04], [-0.33, -0.12, -0.19], [0.00, -0.01, 0.04], [0.20, 0.12, -0.27], [0.15, -0.10, -0.09], [0.04, -0.01, -0.03], [0.03, -0.03, 0.03], [-0.01, -0.05, 0.11]],
  "mulliken_charge": [-1.327, -0.559, -0.344, -0.858, -0.702, 0.571, -0.402, 0.036, 0.970, -1.499, -0.587, -1.173, -0.431, -0.689, -0.248, -0.160, 0.920, -0.718, -0.436, -0.476, 0.356, 0.365, 0.335, 0.306, 0.321, 0.610, -0.009, 0.472, 0.267, 0.425, 0.364, 0.382, -0.223, 0.442, 0.367, 0.376, 0.295, 0.361, 0.408, 0.368, 0.182, 0.324, 0.293, 0.417, 0.513, 0.635, -0.485, 0.342, 0.270, -0.775, 0.908, -0.247, 0.085, -0.612, -0.374, -0.294, -1.149, -0.274, -0.124, -1.009, 0.287, -0.078, 0.352, 0.021, 0.146, 0.383, 0.309, 0.273, 0.381, 0.295, 0.233, 0.359, 0.258, 0.425, 0.186, -0.732, 0.866, -0.260, -0.300, -0.925, -0.360, -0.298, -0.939, -0.280, -0.069, -1.066, 0.276, 0.334, 0.302, 0.407, 0.158, 0.350, 0.285, 0.227, 0.270, 0.352, 0.217, 0.352, 0.288, 0.419, 0.195]
}